# C3H5PS

A single C3H5PS molecule at a distorted geometry (wB97M-V/def2-TZVPD, the Open Molecules 2025 dataset).

```
10
C3H5PS, DFT wB97M-V/def2-TZVPD
C 1.451 -2.280 0.631
P 1.281 -0.268 -0.164
C -0.421 0.115 0.155
C -0.856 1.415 -0.453
S -1.477 -0.786 1.049
H 2.411 -2.744 0.565
H 0.567 -2.716 1.044
H -0.286 2.237 -0.016
H -0.659 1.416 -1.527
H -1.915 1.590 -0.281
```

HOMO-LUMO gap (spin up / spin down) = 6.57 / 7.89 eV
HOMO (spin up / spin down) = -8.50 / -8.64 eV
Structure (SMILES) = C=PC(C)=S
Max |F| = 0.103 Eh/bohr
Energy above the lowest of the compared OMol25 structures with the same formula, charge and spin = 301.72 kJ/mol
Multiplicity = 1

=====

# C44H71BiGeN3O3

A molecular structure, C44H71BiGeN3O3 (wB97M-V/def2-TZVPD, the Open Molecules 2025 dataset).

```
123
C44H71BiGeN3O3, DFT wB97M-V/def2-TZVPD
Bi 0.769 -0.271 0.351
C 0.371 2.883 -0.804
N -0.031 2.524 0.547
C 0.837 3.155 1.523
C -1.433 2.825 0.803
C -2.364 1.917 0.021
N -2.123 0.514 0.289
C -2.747 -0.393 -0.702
C -2.791 0.129 -2.113
C -4.009 0.567 -2.621
C -4.160 1.007 -3.927
C -3.022 0.924 -4.740
C -1.784 0.500 -4.294
C -1.611 0.140 -2.909
O -0.463 -0.157 -2.409
C -0.594 0.382 -5.250
C -0.063 -1.061 -5.214
C 0.517 1.354 -4.828
C -0.965 0.702 -6.700
C -5.487 1.489 -4.509
C -6.004 0.475 -5.541
C -5.302 2.847 -5.202
C -6.557 1.660 -3.430
C -2.511 0.168 1.656
C -2.372 -1.280 2.046
C -3.504 -2.063 2.157
C -3.455 -3.371 2.631
C -2.210 -3.841 3.015
C -1.031 -3.093 2.945
C -1.101 -1.778 2.431
O -0.040 -0.982 2.345
C 0.230 -3.795 3.491
C 1.548 -3.024 3.352
C 0.032 -4.045 4.996
C 0.407 -5.158 2.788
C -4.740 -4.188 2.759
C -4.477 -5.599 3.284
C -5.693 -3.485 3.737
C -5.418 -4.305 1.387
H 0.215 3.957 -1.001
H -0.186 2.302 -1.540
H 1.430 2.653 -0.930
H 0.840 4.254 1.426
H 1.855 2.784 1.395
H 0.507 2.897 2.531
H -1.679 3.868 0.533
H -1.604 2.733 1.877
H -2.210 2.080 -1.044
H -3.409 2.213 0.235
H -3.780 -0.619 -0.395
H -2.182 -1.331 -0.670
H -4.861 0.559 -1.949
H -3.125 1.202 -5.782
H 0.160 -1.346 -4.187
H 0.849 -1.149 -5.815
H -0.812 -1.747 -5.619
H 0.819 1.147 -3.803
H 0.157 2.385 -4.885
H 1.385 1.254 -5.489
H -1.746 0.035 -7.072
H -0.082 0.572 -7.331
H -1.308 1.733 -6.813
H -5.273 0.324 -6.337
H -6.939 0.820 -5.994
H -6.184 -0.491 -5.065
H -4.576 2.787 -6.014
H -4.946 3.594 -4.490
H -6.251 3.193 -5.624
H -6.801 0.710 -2.951
H -7.474 2.052 -3.880
H -6.231 2.359 -2.657
H -3.566 0.464 1.811
H -1.899 0.749 2.349
H -4.455 -1.626 1.865
H -2.134 -4.853 3.391
H 1.496 -2.032 3.789
H 1.860 -2.885 2.314
H 2.332 -3.600 3.855
H -0.023 -3.096 5.533
H 0.873 -4.619 5.396
H -0.886 -4.600 5.196
H 0.231 -5.071 1.716
H -0.282 -5.909 3.182
H 1.423 -5.531 2.948
H -4.033 -5.578 4.281
H -3.811 -6.155 2.621
H -5.421 -6.145 3.350
H -5.218 -3.375 4.714
H -6.614 -4.062 3.860
H -5.960 -2.489 3.381
H -4.747 -4.782 0.670
H -5.685 -3.324 0.990
H -6.332 -4.902 1.460
O 0.335 -3.346 -0.323
C 0.973 -3.721 -1.514
C 1.882 -2.691 -2.144
C 2.462 -2.996 -3.374
C 3.328 -2.096 -3.956
C 3.582 -0.898 -3.302
C 2.951 -0.664 -2.100
N 2.126 -1.547 -1.520
H 0.998 -3.149 0.352
H 0.185 -3.946 -2.235
H 1.553 -4.643 -1.369
H 2.217 -3.932 -3.861
H 3.793 -2.318 -4.908
H 4.248 -0.155 -3.718
H 3.102 0.261 -1.554
C 5.830 0.285 0.728
Ge 4.280 -0.789 1.349
C 4.702 -1.164 3.245
C 4.558 -2.517 0.428
C 2.631 0.153 1.220
H 6.765 -0.255 0.900
H 5.871 1.231 1.271
H 5.756 0.513 -0.339
H 5.778 -1.077 3.411
H 4.387 -2.169 3.532
H 4.190 -0.454 3.896
H 5.521 -2.911 0.764
H 4.597 -2.410 -0.655
H 3.785 -3.249 0.675
H 2.387 0.484 2.237
```

HOMO-LUMO gap = 6.33 eV
HOMO = -3.86 eV
Net charge = -1
Max |F| = 0.007 Eh/bohr
Multiplicity = 1

=====

# C7H6BrFO2S

2 unconnected molecules or ions with the total composition C7H6BrFO2S at a distorted geometry (wB97M-V/def2-TZVPD, the Open Molecules 2025 dataset).

```
18
C7H6BrFO2S, DFT wB97M-V/def2-TZVPD
C -1.507 1.289 -0.037
C -1.156 0.248 -0.946
C -0.815 1.279 1.106
C -0.061 -0.583 -0.801
C 0.182 0.387 1.348
C 0.628 -0.505 0.406
C 3.163 -0.753 -0.620
O 1.613 -2.857 0.112
O 2.641 -1.355 1.861
F 2.792 -0.958 -1.861
S 2.024 -1.580 0.595
Br 3.422 1.039 -0.084
H -2.318 2.047 -0.375
H -1.536 0.222 -1.965
H -1.145 1.940 1.998
H -0.013 -1.527 -1.411
H 0.664 0.301 2.408
H 5.422 -1.565 -0.491
```

HOMO-LUMO gap (spin up / spin down) = 8.86 / 8.47 eV
HOMO (spin up / spin down) = -9.55 / -10.04 eV
Max |F| = 0.094 Eh/bohr
Energy above the lowest of the compared OMol25 structures with the same formula, charge and spin = 384.18 kJ/mol
Multiplicity = 1

=====

# C6H13NO

A single C6H13NO molecule at a distorted geometry (wB97M-V/def2-TZVPD, the Open Molecules 2025 dataset).

```
21
C6H13NO, DFT wB97M-V/def2-TZVPD
C 1.041 1.750 2.431
C 0.689 0.567 1.933
C 1.043 0.185 0.518
C -0.073 -0.447 -0.347
C 0.243 -1.970 -0.575
O -0.775 -2.529 -1.394
N -0.388 0.237 -1.576
C -1.379 1.327 -1.462
H 1.066 2.007 3.476
H 1.590 2.425 1.772
H 0.167 -0.171 2.530
H 1.505 1.066 0.068
H 1.780 -0.633 0.679
H -1.014 -0.551 0.238
H 0.236 -2.422 0.422
H 1.145 -1.977 -1.192
H -1.428 -2.998 -0.880
H -0.571 -0.484 -2.260
H -1.895 1.261 -2.422
H -2.147 1.122 -0.712
H -0.835 2.236 -1.246
```

HOMO-LUMO gap = 9.34 eV
HOMO = -8.53 eV
Structure (SMILES) = C=CC[C@H](CO)NC
Max |F| = 0.043 Eh/bohr
Energy above the lowest of the compared OMol25 structures with the same formula, charge and spin = 246.03 kJ/mol
Multiplicity = 1

=====

# C23H21NO2

A molecular structure, C23H21NO2 at a distorted geometry (wB97M-V/def2-TZVPD, the Open Molecules 2025 dataset).

```
47
C23H21NO2, DFT wB97M-V/def2-TZVPD
C -5.095 -2.416 2.093
C -3.843 -3.032 1.961
C -2.689 -2.248 1.857
C -2.749 -0.844 1.948
C -1.521 0.039 1.921
C -0.266 -0.686 1.827
C 0.907 -0.236 1.236
C 2.160 -0.963 1.573
C 2.129 -2.362 1.677
C 3.295 -3.078 1.953
C 4.506 -2.394 2.113
C 4.535 -0.992 2.044
C 3.368 -0.275 1.770
O 0.991 0.726 0.378
O -1.636 1.270 1.986
C -4.015 -0.241 2.075
C -5.175 -1.014 2.136
H -5.999 -3.022 2.152
H -3.754 -4.120 1.936
H -1.719 -2.723 1.704
H -0.191 -1.554 2.483
H 1.173 -2.872 1.542
H 3.246 -4.163 2.053
H 5.425 -2.948 2.299
H 5.468 -0.451 2.216
H 3.371 0.817 1.737
H -4.070 0.848 2.130
H -6.142 -0.513 2.222
C 0.224 -0.313 -2.765
N -0.049 0.940 -2.064
C 0.320 2.171 -2.657
C 1.400 2.895 -2.125
C 1.928 3.958 -2.856
C 1.301 4.388 -4.029
C 0.138 3.751 -4.480
C -0.345 2.629 -3.811
C -0.493 0.845 -0.788
H 0.832 -0.096 -3.646
H 0.765 -0.989 -2.093
H -0.708 -0.796 -3.074
H 1.841 2.548 -1.188
H 2.843 4.432 -2.504
H 1.715 5.230 -4.585
H -0.379 4.109 -5.369
H -1.233 2.093 -4.155
H -0.864 1.755 -0.320
H -0.943 -0.106 -0.511
```

HOMO-LUMO gap = 8.23 eV
HOMO = -7.91 eV
Max |F| = 0.041 Eh/bohr
Energy above the lowest of the compared OMol25 structures with the same formula, charge and spin = 0.00 kJ/mol
Multiplicity = 1

=====

# C3H2N2O3

A single C3H2N2O3 molecule at a distorted geometry (wB97M-V/def2-TZVPD, the Open Molecules 2025 dataset).

```
10
C3H2N2O3, DFT wB97M-V/def2-TZVPD
O 0.069 2.015 -0.026
C 0.709 1.048 -0.015
N 2.228 0.951 -0.057
N 2.459 -0.318 0.081
O 1.391 -1.160 0.065
C 0.261 -0.313 -0.087
C -1.001 -0.759 -0.186
O -1.893 0.225 0.105
H -1.364 -1.798 -0.213
H -2.858 0.109 0.334
```

HOMO-LUMO gap = 8.90 eV
HOMO = -9.68 eV
Structure (SMILES) = O=C1N=NO/C1=C/O
Max |F| = 0.090 Eh/bohr
Energy above the lowest of the compared OMol25 structures with the same formula, charge and spin = 479.80 kJ/mol
Multiplicity = 1

=====

# C3HBr2Cl3O

2 unconnected molecules or ions with the total composition C3HBr2Cl3O (wB97M-V/def2-TZVPD, the Open Molecules 2025 dataset).

```
10
C3HBr2Cl3O, DFT wB97M-V/def2-TZVPD
Cl -0.375 -0.169 4.407
C -0.314 -1.402 3.222
Br -1.960 -1.907 2.457
C 0.832 -1.957 2.817
Cl 0.903 -3.184 1.621
Br 2.484 -1.421 3.551
O 0.560 1.098 0.864
C 0.603 0.500 -0.154
Cl 1.961 -0.463 -0.645
H -0.202 0.441 -0.898
```

HOMO-LUMO gap = 9.73 eV
HOMO = -9.33 eV
Structure (SMILES) = Cl/C(Br)=C(/Cl)Br.O=CCl
Max |F| = 0.012 Eh/bohr
Multiplicity = 1

=====

# C14H12O2S3

A single C14H12O2S3 molecule at a distorted geometry (wB97M-V/def2-TZVPD, the Open Molecules 2025 dataset).

```
31
C14H12O2S3, DFT wB97M-V/def2-TZVPD
O -5.192 -4.486 -1.665
C -3.834 -4.569 -1.880
C -3.070 -3.348 -2.188
C -2.609 -3.013 -3.382
S -1.481 -1.647 -3.468
C -1.639 -1.579 -1.659
C -0.925 -0.536 -0.811
C -0.925 -0.695 0.543
C -0.124 0.321 1.196
C 0.429 1.122 0.281
C 1.355 2.205 0.807
C 1.675 2.387 2.174
C 2.721 3.300 2.486
C 3.262 3.906 1.383
C 4.589 4.564 1.621
O 5.313 3.657 2.477
S 2.425 3.354 -0.085
S -0.045 0.750 -1.365
C -2.462 -2.594 -1.190
H -5.363 -3.488 -1.795
H -3.220 -5.034 -1.037
H -3.775 -5.238 -2.674
H -2.578 -3.696 -4.188
H -1.317 -1.570 1.092
H 0.031 0.326 2.338
H 1.264 1.823 2.960
H 3.016 3.532 3.475
H 4.469 5.574 2.021
H 5.137 4.647 0.717
H 5.456 2.878 1.955
H -2.582 -2.854 -0.139
```

HOMO-LUMO gap = 7.49 eV
HOMO = -7.64 eV
Structure (SMILES) = OCc1csc(-c2ccc(-c3ccc(CO)s3)s2)c1
Max |F| = 0.086 Eh/bohr
Energy above the lowest of the compared OMol25 structures with the same formula, charge and spin = 198.74 kJ/mol
Multiplicity = 1

=====

Copy entry 5 word for word.
# C23H21NO2

A molecular structure, C23H21NO2 at a distorted geometry (wB97M-V/def2-TZVPD, the Open Molecules 2025 dataset).

```
47
C23H21NO2, DFT wB97M-V/def2-TZVPD
C -5.095 -2.416 2.093
C -3.843 -3.032 1.961
C -2.689 -2.248 1.857
C -2.749 -0.844 1.948
C -1.521 0.039 1.921
C -0.266 -0.686 1.827
C 0.907 -0.236 1.236
C 2.160 -0.963 1.573
C 2.129 -2.362 1.677
C 3.295 -3.078 1.953
C 4.506 -2.394 2.113
C 4.535 -0.992 2.044
C 3.368 -0.275 1.770
O 0.991 0.726 0.378
O -1.636 1.270 1.986
C -4.015 -0.241 2.075
C -5.175 -1.014 2.136
H -5.999 -3.022 2.152
H -3.754 -4.120 1.936
H -1.719 -2.723 1.704
H -0.191 -1.554 2.483
H 1.173 -2.872 1.542
H 3.246 -4.163 2.053
H 5.425 -2.948 2.299
H 5.468 -0.451 2.216
H 3.371 0.817 1.737
H -4.070 0.848 2.130
H -6.142 -0.513 2.222
C 0.224 -0.313 -2.765
N -0.049 0.940 -2.064
C 0.320 2.171 -2.657
C 1.400 2.895 -2.125
C 1.928 3.958 -2.856
C 1.301 4.388 -4.029
C 0.138 3.751 -4.480
C -0.345 2.629 -3.811
C -0.493 0.845 -0.788
H 0.832 -0.096 -3.646
H 0.765 -0.989 -2.093
H -0.708 -0.796 -3.074
H 1.841 2.548 -1.188
H 2.843 4.432 -2.504
H 1.715 5.230 -4.585
H -0.379 4.109 -5.369
H -1.233 2.093 -4.155
H -0.864 1.755 -0.320
H -0.943 -0.106 -0.511
```

HOMO-LUMO gap = 8.23 eV
HOMO = -7.91 eV
Max |F| = 0.041 Eh/bohr
Energy above the lowest of the compared OMol25 structures with the same formula, charge and spin = 0.00 kJ/mol
Multiplicity = 1

=====

What is the multiplicity in the sixth record? 1